C5H9N2O | the ωB97M-V functional and the def2-TZVPD basis

Positions of all 17 atoms, in Å:
C: 1.2080 2.3993 0.8446
C: 1.3151 1.1893 0.1723
C: 0.0324 2.3260 1.5799
C: 0.2851 0.4001 0.6257
C: 0.0447 -0.9684 0.5301
N: 0.8050 -1.8124 -0.1642
N: -1.4260 -0.6318 -0.8316
O: -0.5276 1.1251 1.4776
H: 1.7596 3.3302 0.8568
H: 2.0731 0.9072 -0.4505
H: -0.5302 3.0664 2.2382
H: -0.4793 -1.3963 1.3006
H: 0.4976 -2.7625 -0.0853
H: 1.1960 -1.5401 -1.0478
H: -1.5685 0.3615 -0.7573
H: -2.3373 -1.0636 -0.8868
H: -0.8769 -0.7881 -1.6619

Properties
* frontier orbital gap: 0.32958 Eh
* energy relative to the best compared isomer or geometry (same formula, charge and spin): 43.9 kcal per mole
* net charge: +1
* multiplicity: 1

***

C4H8O | the ωB97M-V functional and the def2-TZVPD basis

Positions of all 13 atoms, in Å:
O: -1.4901 -0.8633 -1.1977
C: -0.7403 0.1408 -0.5670
C: -0.3753 -0.2768 0.9122
C: 0.9565 0.4278 0.6455
C: 0.7523 0.2623 -0.8733
H: -1.5203 -1.3171 -0.3513
H: -1.2614 1.1065 -0.5966
H: -0.2183 -1.3703 1.0381
H: -1.0100 0.0507 1.7456
H: 1.8496 -0.0024 1.0901
H: 0.8415 1.4736 0.9316
H: 1.1273 -0.6988 -1.2453
H: 1.0885 1.0669 -1.5319

Properties
* frontier orbital gap: 0.41247 Eh
* energy relative to the best compared isomer or geometry (same formula, charge and spin): 33.3 kcal per mole
* multiplicity: 1

***

C4H7NO | the ωB97M-V functional and the def2-TZVPD basis

Positions of all 13 atoms, in Å:
O: 1.1890 -0.4825 1.5308
C: 0.4128 -0.1611 0.4325
C: -0.4915 -1.0769 -0.4020
N: -0.9355 0.2602 -0.9247
C: -0.7785 0.7832 0.4953
C: 1.0622 0.5143 -0.7984
H: 1.9570 -0.9760 1.2110
H: -0.0207 -1.7120 -1.1565
H: -1.3166 -1.5765 0.1126
H: -0.5883 1.8551 0.5805
H: -1.6552 0.4936 1.0902
H: -0.0208 0.4888 -1.6123
H: 1.1861 1.5898 -0.5590

Properties
* frontier orbital gap: 0.32221 Eh
* energy relative to the best compared isomer or geometry (same formula, charge and spin): 157.1 kcal per mole
* multiplicity: 1

***

C4H5NS | the ωB97M-V functional and the def2-TZVPD basis

Positions of all 11 atoms, in Å:
S: 0.7305 -1.7692 -0.8168
C: 0.0401 -1.1595 0.8101
C: 0.8074 0.0278 1.3100
C: -0.0273 0.9584 2.3541
N: 0.3006 2.1239 1.8118
C: 0.4363 1.3065 0.7321
H: 0.5821 -0.6276 -1.4990
H: -1.0665 -0.8341 0.7880
H: 0.1577 -1.9461 1.6173
H: 1.6387 -0.1100 1.9055
H: -0.2400 1.4606 -0.0713

Properties
* frontier orbital gap: 0.34988 Eh
* energy relative to the best compared isomer or geometry (same formula, charge and spin): 101.9 kcal per mole
* multiplicity: 1

***

C43H33NO8P2SSr | the ωB97M-V functional and the def2-TZVPD basis

Positions of all 89 atoms, in Å:
Sr: 0.2156 0.5256 -0.8558
O: 4.1006 -2.6679 -3.0054
C: 3.0821 -1.8320 -2.7416
O: 2.1248 -2.1579 -2.0897
C: 3.2687 -0.4631 -3.3086
C: 4.3169 -0.1419 -4.1524
C: 4.3200 1.1232 -4.7320
C: 3.2653 1.9778 -4.4776
C: 2.2426 1.5507 -3.6346
N: 2.2684 0.3705 -3.0256
C: 0.9911 2.4019 -3.4023
O: 1.0754 3.6053 -3.6335
O: -0.0082 1.7391 -2.9802
H: 3.8512 -3.5358 -2.6488
H: 5.0934 -0.8639 -4.3568
H: 5.1249 1.4186 -5.3921
H: 3.1923 2.9638 -4.9139
O: -1.6769 0.4242 2.7296
S: -0.7036 -0.2964 1.9472
O: 0.5445 0.4462 1.6930
O: -1.2338 -0.7994 0.6597
C: -0.2692 -1.7209 2.9200
C: -0.9524 -1.9182 4.1138
C: -0.6523 -3.0152 4.9029
C: 0.3251 -3.9133 4.4972
C: 1.0021 -3.7088 3.3071
C: 0.7216 -2.6081 2.4995
P: 1.6382 -2.3328 0.9241
C: 3.3429 -2.1123 1.5575
C: 3.5991 -1.5956 2.8255
C: 4.8977 -1.3015 3.2196
C: 5.9598 -1.5173 2.3553
C: 5.7167 -2.0241 1.0852
C: 4.4201 -2.3088 0.6914
C: 1.6456 -4.0455 0.2685
C: 2.6600 -4.9795 0.4573
C: 2.5597 -6.2503 -0.0959
C: 1.4403 -6.6026 -0.8350
C: 0.4205 -5.6786 -1.0235
C: 0.5288 -4.4072 -0.4840
H: -1.7094 -1.2029 4.4018
H: -1.1823 -3.1700 5.8336
H: 0.5610 -4.7746 5.1090
H: 1.7625 -4.4145 2.9972
H: 2.7812 -1.4135 3.5109
H: 5.0772 -0.8991 4.2085
H: 6.9709 -1.2881 2.6658
H: 6.5380 -2.1926 0.4000
H: 4.2378 -2.6993 -0.3019
H: 3.5372 -4.7187 1.0369
H: 3.3559 -6.9682 0.0582
H: 1.3622 -7.5936 -1.2637
H: -0.4551 -5.9472 -1.6006
H: -0.2602 -3.6807 -0.6453
O: -0.9107 2.6270 -0.0944
P: -2.3814 2.9620 -0.1457
C: -3.3535 1.4789 -0.4700
C: -4.0891 0.8427 0.5224
C: -4.6639 -0.3947 0.2705
C: -4.4923 -1.0042 -0.9617
C: -3.7454 -0.3791 -1.9527
C: -3.1756 0.8611 -1.7135
C: -2.7277 4.0975 -1.4907
C: -4.0261 4.4031 -1.9036
C: -4.2254 5.2443 -2.9837
C: -3.1315 5.7602 -3.6714
C: -1.8430 5.4284 -3.2863
C: -1.6364 4.5993 -2.1923
C: -2.9300 3.6358 1.4305
C: -4.1757 4.2355 1.6127
C: -4.5505 4.6901 2.8655
C: -3.6830 4.5474 3.9417
C: -2.4438 3.9534 3.7641
C: -2.0638 3.4957 2.5107
H: -4.1850 1.2968 1.4997
H: -5.2269 -0.8926 1.0491
H: -4.9356 -1.9735 -1.1517
H: -3.6091 -0.8567 -2.9149
H: -2.5770 1.3461 -2.4813
H: -4.8808 3.9561 -1.4110
H: -5.2313 5.4813 -3.3053
H: -3.2913 6.4064 -4.5254
H: -0.9880 5.7879 -3.8429
H: -0.6330 4.3103 -1.9159
H: -4.8573 4.3546 0.7814
H: -5.5167 5.1575 3.0038
H: -3.9777 4.9032 4.9208
H: -1.7713 3.8374 4.6037
H: -1.1064 3.0160 2.3622

Properties
* frontier orbital gap: 0.30067 Eh
* energy relative to the best compared isomer or geometry (same formula, charge and spin): 12.1 kcal per mole
* multiplicity: 1

***

C21H39BaNP2 | the ωB97M-V functional and the def2-TZVPD basis

Positions of all 64 atoms, in Å:
P: -2.5877 0.2785 -0.5937
P: -0.0605 -1.9058 -0.8036
C: -2.8823 -1.5844 -0.7819
C: -1.7535 -2.4457 -0.2120
H: -3.0864 -1.8095 -1.8416
H: -3.8343 -1.7613 -0.2571
H: -1.8059 -2.4800 0.8971
H: -1.8929 -3.4795 -0.5641
C: -0.2153 -2.7045 -2.4690
H: 0.7862 -2.8279 -2.9005
H: -0.8371 -2.1608 -3.1897
H: -0.6490 -3.7054 -2.3479
C: 0.9477 -3.3045 -0.1049
H: 1.0010 -4.0822 -0.8706
H: 0.4914 -3.7903 0.7799
H: 1.9811 -2.9845 0.1124
C: -4.1228 0.8604 -1.4190
H: -4.1357 1.9538 -1.4266
H: -4.9742 0.4836 -0.8453
H: -4.1828 0.4820 -2.4449
C: -3.2954 0.2739 1.1510
H: -2.8207 -0.4858 1.7924
H: -4.3602 0.0278 1.0346
H: -3.2447 1.2492 1.6565
Ba: 0.5401 -1.5407 2.0994
C: -0.2342 0.0613 -2.0224
C: -1.6459 0.3135 -2.3706
C: -1.7548 1.5123 -3.3119
C: -1.4219 2.9017 -2.7235
C: -1.8483 3.1245 -1.3493
C: -1.8083 2.1585 -0.3173
C: -0.4288 1.5969 0.0987
C: 0.4151 1.0229 -1.0672
C: 0.5752 0.6284 3.8021
H: 0.4168 -0.1927 -2.8722
H: -2.0979 -0.5362 -2.9009
H: -2.7453 1.5534 -3.7788
H: -1.0512 1.3360 -4.1347
H: -0.3440 3.1134 -2.8632
H: -1.9556 3.6414 -3.3489
H: -2.0603 4.1569 -1.0716
H: -2.3751 2.5261 0.5468
H: -0.5417 0.8573 0.9185
H: 0.1478 2.4110 0.5658
H: 0.8921 1.8749 -1.5892
H: 1.2611 0.4862 -0.6023
H: 0.0008 0.1894 4.6406
H: 0.1091 1.5544 3.4309
H: 1.6112 0.8346 4.1190
C: 3.3205 1.6494 0.3052
C: 3.8900 0.7742 1.3376
C: 5.1738 0.9617 1.9210
C: 5.3338 -0.0666 2.8667
C: 4.1417 -0.8430 2.8252
C: 3.8320 -2.0224 3.6597
N: 3.2693 -0.3347 1.8876
H: 2.4010 2.1383 0.6624
H: 3.1266 1.0959 -0.6247
H: 4.0374 2.4488 0.0614
H: 5.8505 1.7645 1.6533
H: 6.1775 -0.2599 3.5184
H: 4.7266 -2.2764 4.2425
H: 3.0295 -1.8115 4.3855
H: 3.5680 -2.9008 3.0490

Properties
* frontier orbital gap (alpha / beta): 0.17331 / 0.16695 Eh
* energy relative to the best compared isomer or geometry (same formula, charge and spin): 123.7 kcal per mole
* multiplicity: 1

***

C16H22N | the ωB97M-V functional and the def2-TZVPD basis

Positions of all 39 atoms, in Å:
C: 3.3567 -2.7600 1.6633
C: 2.9664 -1.4744 0.9246
C: 2.8180 -0.2542 1.8409
C: 2.0343 0.8773 1.1574
C: 0.5209 0.9445 1.4490
C: -0.1821 -0.3767 1.4655
C: -0.1591 -1.3043 2.5065
C: -0.8446 -2.4991 2.4088
C: -1.5843 -2.7807 1.2627
C: -1.6137 -1.8402 0.2515
N: -0.9210 -0.6959 0.3824
H: 3.9246 -2.5438 2.5626
H: 2.4979 -3.3850 1.8879
H: 3.9999 -3.3581 1.0236
H: 3.7557 -1.2453 0.2149
H: 2.0568 -1.6323 0.3459
H: 2.4104 -0.5225 2.8094
H: 3.8155 0.1287 2.0356
H: 2.1784 0.8128 0.0834
H: 2.4542 1.8277 1.4736
H: 0.2979 1.4659 2.3752
H: 0.0654 1.5280 0.6496
H: 0.3828 -1.0737 3.4046
H: -0.8183 -3.2095 3.2174
H: -2.1335 -3.6997 1.1563
H: -2.1843 -1.9988 -0.6471
H: -0.9735 -0.0275 -0.3806
C: -3.6668 2.1336 -2.8114
C: -2.6607 1.2307 -2.4990
C: -1.3395 1.5210 -2.8140
C: -1.0196 2.7194 -3.4366
C: -2.0254 3.6221 -3.7488
C: -3.3473 3.3288 -3.4389
H: -4.6965 1.9055 -2.5699
H: -2.9132 0.2927 -2.0144
H: -0.5525 0.8084 -2.5839
H: 0.0093 2.9464 -3.6824
H: -1.7795 4.5556 -4.2369
H: -4.1297 4.0327 -3.6884

Properties
* frontier orbital gap: 0.28934 Eh
* energy relative to the best compared isomer or geometry (same formula, charge and spin): 0.0 kcal per mole
* net charge: +1
* multiplicity: 1

***

C38H52BF4IIrN2O6P3 | the ωB97M-V functional and the def2-TZVPD basis

Positions of all 108 atoms, in Å:
Ir: 0.4222 -0.2463 0.4749
I: -1.3751 -2.1836 0.4813
C: -0.6505 -3.9347 -0.3357
C: -1.1365 -5.0739 0.2552
C: -0.9846 -6.3165 -0.3922
C: -0.4026 -6.3476 -1.6230
C: 0.1158 -5.1766 -2.2359
C: 0.7165 -5.2917 -3.5120
C: 1.2729 -4.2100 -4.1178
C: 1.2998 -2.9810 -3.4369
C: 0.7017 -2.7971 -2.2090
P: 1.3560 -1.2835 -1.3742
C: 1.5669 -0.0208 -2.6397
C: 0.5855 0.1246 -3.6225
C: 0.6720 1.1628 -4.5343
C: 1.7291 2.0610 -4.4655
C: 2.6930 1.9318 -3.4755
C: 2.6124 0.8985 -2.5569
C: 2.9466 -2.0544 -0.9440
C: 4.1285 -1.8072 -1.6275
C: 5.2776 -2.5204 -1.3032
C: 5.2463 -3.4857 -0.3131
C: 4.0570 -3.7513 0.3592
C: 2.9151 -3.0393 0.0479
C: 0.0423 -3.9114 -1.5833
H: -1.6617 -5.0214 1.1975
H: -1.3632 -7.2141 0.0730
H: -0.3145 -7.2807 -2.1623
H: 0.7314 -6.2627 -3.9881
H: 1.7377 -4.2903 -5.0896
H: 1.8461 -2.1690 -3.8964
H: -0.2379 -0.5760 -3.6824
H: -0.0835 1.2696 -5.3000
H: 1.7966 2.8684 -5.1806
H: 3.5020 2.6450 -3.4064
H: 3.3423 0.8412 -1.7566
H: 4.1664 -1.0826 -2.4311
H: 6.1928 -2.3262 -1.8440
H: 6.1395 -4.0461 -0.0758
H: 4.0212 -4.5216 1.1173
H: 1.9938 -3.2542 0.5766
C: -4.2441 0.9855 -1.8031
C: -4.3831 0.7899 -0.3100
C: -5.7973 0.9532 0.1934
O: -3.5825 1.7954 0.4208
P: -2.0316 1.9299 0.3466
O: -1.4140 0.6155 -0.0908
C: -1.5482 2.4285 2.0041
P: -1.3367 1.0267 3.1080
O: -0.3188 0.0904 2.5341
O: -2.7147 0.2971 3.1925
C: -3.8956 0.5568 4.0401
C: -4.2802 2.0197 4.0205
C: -3.6589 0.0018 5.4264
O: -1.0377 1.5214 4.5479
C: 0.1132 2.2247 5.1514
C: 1.4249 1.6313 4.6942
C: -0.0193 3.7087 4.8979
O: -1.5885 3.0171 -0.6567
C: -1.8776 4.4641 -0.7779
C: -1.1707 5.2375 0.3116
C: -3.3681 4.7037 -0.8229
H: -4.7838 0.1910 -2.3171
H: -3.2032 0.9469 -2.1185
H: -4.6756 1.9379 -2.1072
H: -3.9801 -0.1821 -0.0130
H: -6.1931 1.9280 -0.0874
H: -5.8419 0.8539 1.2758
H: -6.4309 0.1857 -0.2477
H: -2.2896 3.1218 2.3982
H: -0.5827 2.9340 1.9275
H: -4.6608 -0.0330 3.5319
H: -3.5287 2.6300 4.5220
H: -5.2181 2.1445 4.5610
H: -4.4309 2.3764 3.0021
H: -2.9130 0.5841 5.9618
H: -3.3349 -1.0359 5.3777
H: -4.5933 0.0407 5.9860
H: -0.0339 2.0098 6.2115
H: 1.6053 1.8216 3.6420
H: 1.4492 0.5575 4.8738
H: 2.2232 2.1004 5.2700
H: 0.2136 3.9603 3.8627
H: 0.6880 4.2409 5.5320
H: -1.0194 4.0613 5.1445
H: -1.4239 4.6858 -1.7442
H: -1.6768 5.1321 1.2709
H: -1.1867 6.2951 0.0511
H: -0.1308 4.9293 0.3998
H: -3.8382 4.4659 0.1311
H: -3.8407 4.1207 -1.6099
H: -3.5457 5.7582 -1.0309
C: 5.1492 0.7556 2.4956
N: 4.2865 -0.4242 2.5573
C: 4.7216 -1.5665 3.3558
C: 3.1640 -0.4612 1.9204
N: 2.1627 -0.4992 1.3473
H: 5.2994 1.1409 3.5041
H: 4.6830 1.5161 1.8747
H: 6.1117 0.4733 2.0678
H: 4.7965 -1.2729 4.4028
H: 5.6957 -1.9038 3.0013
H: 4.0064 -2.3784 3.2539
F: 1.4704 2.6765 1.7006
B: 1.9716 2.6759 0.4193
F: 1.2050 1.5100 -0.2840
F: 1.6519 3.7719 -0.2972
F: 3.2815 2.3039 0.3685

Properties
* frontier orbital gap: 0.27720 Eh
* energy relative to the best compared isomer or geometry (same formula, charge and spin): 25.6 kcal per mole
* net charge: +2
* multiplicity: 1

***

C15H22NO10PS | the ωB97M-V functional and the def2-TZVPD basis

Positions of all 50 atoms, in Å:
O: -3.0425 0.2279 -3.2612
N: -2.4947 0.1649 -2.2463
O: -1.1794 -0.4236 -2.4350
C: -0.2215 0.1336 -1.5467
C: -0.1667 1.6765 -1.5813
C: -0.3680 2.3762 -0.2572
C: -1.5571 3.0417 0.0204
C: -1.7326 3.7087 1.2274
C: -0.7250 3.7013 2.1775
C: 0.4721 3.0427 1.9142
C: 0.6411 2.3955 0.7033
O: 1.0081 -0.3038 -2.1804
S: 1.9313 -1.1829 -1.2341
O: 2.4311 -2.3294 -1.8981
O: 2.8261 -0.2840 -0.5787
O: 0.7640 -1.6465 -0.2873
C: -0.1910 -0.5636 -0.1661
P: -1.8215 -1.3100 0.4545
O: -1.4832 -2.8520 0.0790
O: -1.4812 -1.2775 2.0611
H: 0.7790 1.9803 -2.0270
H: -0.9448 2.0267 -2.2617
H: -2.3591 3.0716 -0.7101
H: -2.6642 4.2252 1.4231
H: -0.8459 4.2122 3.1254
H: 1.2893 3.0012 2.6231
H: 1.5778 1.8929 0.4761
H: 0.1510 0.0361 0.6731
H: -1.8886 -3.4498 0.7209
H: -2.2084 -0.8489 2.5265
C: -2.2125 -3.6573 -2.9376
C: -3.5102 -4.3032 -2.5171
C: -4.2948 -5.0149 -3.5941
O: -3.9093 -4.2585 -1.3753
H: -1.7483 -3.1834 -2.0758
H: -1.5367 -4.4131 -3.3418
H: -2.4019 -2.9090 -3.7100
H: -3.6944 -5.8178 -4.0246
H: -4.5611 -4.3144 -4.3873
H: -5.2025 -5.4350 -3.1673
C: 3.7769 0.9573 3.1647
C: 4.2564 2.3697 3.4002
C: 5.7457 2.5679 3.5349
O: 3.4843 3.2983 3.4736
H: 2.6918 0.9462 3.0856
H: 4.2055 0.5635 2.2413
H: 4.0808 0.3156 3.9933
H: 6.2501 2.2350 2.6265
H: 6.1257 1.9888 4.3780
H: 5.9591 3.6214 3.6983

Properties
* frontier orbital gap: 0.31971 Eh
* energy relative to the best compared isomer or geometry (same formula, charge and spin): 0.0 kcal per mole
* multiplicity: 1

***

C17H53NO14 | the ωB97M-V functional and the def2-TZVPD basis

Positions of all 85 atoms, in Å:
C: -4.8913 -2.6441 -3.0775
O: -3.4814 -2.6967 -3.0785
C: -3.0520 -2.8513 -1.6975
C: -1.5636 -2.8580 -1.7180
C: -1.0345 -3.0238 -0.2698
N: -0.9393 -1.5883 -2.2920
H: -5.3861 -3.5473 -2.6903
H: -5.1522 -2.5374 -4.1414
H: -5.2641 -1.6745 -2.5879
H: -3.4269 -1.9232 -1.1975
H: -3.4641 -3.7321 -1.2557
H: -1.1958 -3.6768 -2.2943
H: -1.2048 -2.2216 0.4369
H: 0.0187 -3.1476 -0.3076
H: -1.4172 -3.9568 0.1470
H: -1.4478 -0.8266 -1.8269
H: -1.3394 -1.5013 -3.1912
O: -2.1561 2.2322 -2.3932
C: -3.0087 1.3771 -3.0978
C: -2.5144 1.3066 -4.5365
O: -1.1295 0.8082 -4.6396
H: -1.6801 1.6867 -1.7191
H: -3.0926 0.4049 -2.6231
H: -3.9868 1.8942 -3.2118
H: -2.5082 2.2426 -5.1238
H: -3.1184 0.5353 -5.0689
H: -0.5789 1.5646 -4.4841
O: 4.4338 -4.9069 1.0459
C: 3.3574 -4.1797 0.4520
C: 3.6963 -2.7457 0.5653
O: 2.5721 -1.9367 0.1277
H: 5.2205 -4.4217 0.7796
H: 3.2406 -4.5289 -0.5908
H: 2.4328 -4.4231 0.9004
H: 4.6128 -2.5141 0.0257
H: 3.8510 -2.5287 1.5842
H: 2.4869 -2.0311 -0.8085
O: 3.5549 0.9324 0.7733
C: 4.4883 0.8747 1.8392
C: 3.7081 0.5502 3.1701
O: 3.0285 -0.6971 3.1892
H: 3.2091 0.0516 0.4843
H: 5.2628 0.1063 1.6832
H: 4.9555 1.8504 1.9174
H: 3.0017 1.3740 3.3542
H: 4.3905 0.5108 4.0014
H: 2.2208 -0.4288 2.7478
O: -1.8456 2.4703 1.6550
C: -3.1628 3.0118 1.4792
C: -3.8451 3.1145 2.8268
O: -3.1277 3.8640 3.7367
H: -1.2761 3.2303 1.9850
H: -3.1000 3.9317 0.9117
H: -3.7270 2.3580 0.7932
H: -3.8290 2.0507 3.1914
H: -4.8330 3.5250 2.8720
H: -3.1624 4.8083 3.5477
O: 3.0654 3.7645 0.8351
C: 2.0212 3.9817 1.7712
C: 0.7599 4.6812 1.1041
O: -0.3441 4.9005 2.0797
H: 3.1406 2.8125 0.6701
H: 1.6966 3.0484 2.2780
H: 2.4222 4.6929 2.5144
H: 0.2661 4.1945 0.3355
H: 1.0481 5.6724 0.7548
H: -0.0076 5.3115 2.8623
C: 2.3967 -1.8701 -3.6835
O: 1.8398 -2.1165 -2.3305
H: 2.6129 -0.8094 -3.8100
H: 3.2733 -2.4691 -3.8517
H: 1.6541 -2.2040 -4.4428
H: 0.9391 -1.7412 -2.2687
C: -0.1818 -1.6001 3.8656
O: 0.0356 -0.2358 3.4812
H: -0.4142 -1.6224 4.9906
H: -1.0429 -2.0117 3.3456
H: 0.7154 -2.1428 3.6481
H: -0.5418 0.0593 2.7306
C: 0.4405 0.3040 0.0713
O: -0.9322 0.6420 -0.2235
H: 1.1776 0.7712 -0.5742
H: 0.7176 0.5633 1.1587
H: 0.6774 -0.7517 -0.1040
H: -1.2359 1.2575 0.4916

Properties
* frontier orbital gap: 0.37828 Eh
* multiplicity: 1

***

What is the formula in the fourth record? C4H5NS

***

What is the multiplicity in the fifth record? 1